Record 1
The following is a DFT calculation (ωB97M-V with the def2-TZVPD basis set) of a 2-piece molecular cluster, C47H58N4P overall in a non-equilibrium geometry.

```
! RIJCOSX wB97M-V def2-TZVPD def2/J DEFGRID3
* xyz 1 1
C -3.427 -2.448 0.836
C -2.915 -1.588 -0.319
C -3.740 -0.310 -0.484
C -2.897 -2.439 -1.590
C -4.104 -2.994 -2.030
C -4.115 -3.917 -3.082
C -2.914 -4.270 -3.706
C -1.705 -3.712 -3.287
C -0.408 -4.185 -3.940
C -0.477 -4.188 -5.467
C -0.049 -5.587 -3.463
C -1.699 -2.795 -2.222
N -0.426 -2.407 -1.645
P 0.390 -0.904 -1.931
H 0.137 -0.185 -0.608
N 1.867 -1.732 -1.556
C 3.199 -1.327 -1.966
C 3.924 -0.402 -1.199
C 3.323 0.242 0.056
C 3.272 1.770 -0.024
C 4.087 -0.212 1.303
C 5.265 -0.157 -1.509
C 5.893 -0.863 -2.544
C 5.170 -1.806 -3.281
C 3.823 -2.042 -3.001
C 3.086 -3.136 -3.773
C 3.514 -4.518 -3.295
C 3.302 -3.055 -5.284
C 1.687 -3.022 -1.092
C 0.393 -3.405 -1.146
H -2.837 -3.368 0.925
H -3.376 -1.932 1.797
H -4.475 -2.724 0.682
H -1.893 -1.277 -0.085
H -3.414 0.256 -1.365
H -4.809 -0.526 -0.585
H -3.628 0.351 0.381
H -5.032 -2.732 -1.506
H -5.058 -4.380 -3.400
H -2.906 -5.005 -4.521
H 0.385 -3.490 -3.646
H -0.896 -3.252 -5.850
H 0.518 -4.312 -5.914
H -1.098 -5.027 -5.800
H 0.093 -5.636 -2.380
H -0.875 -6.263 -3.723
H 0.870 -5.965 -3.929
H 2.293 -0.105 0.155
H 2.754 2.105 -0.930
H 2.732 2.190 0.833
H 4.275 2.211 -0.019
H 4.144 -1.305 1.351
H 5.111 0.176 1.299
H 3.611 0.138 2.226
H 5.832 0.564 -0.907
H 6.955 -0.698 -2.761
H 5.656 -2.383 -4.076
H 2.016 -3.007 -3.587
H 3.316 -4.674 -2.231
H 3.007 -5.323 -3.842
H 4.596 -4.620 -3.452
H 3.167 -2.035 -5.656
H 4.314 -3.399 -5.526
H 2.596 -3.701 -5.823
H 2.544 -3.627 -0.803
H -0.013 -4.385 -0.908
C 1.614 5.557 0.999
C 1.307 4.575 2.049
N 2.137 4.364 3.104
C 3.479 4.916 3.228
C 1.500 3.579 4.068
C 0.178 3.344 3.625
C -0.762 2.944 4.573
C -0.316 2.560 5.854
C 1.043 2.664 6.215
C 1.978 3.202 5.315
C 0.088 3.859 2.258
C -0.985 3.765 1.364
C -2.328 3.464 1.768
C -3.410 4.346 2.074
C -3.467 5.816 2.048
N -4.465 3.617 2.537
C -5.723 4.179 2.998
C -4.147 2.260 2.559
C -2.802 2.143 2.117
C -2.107 0.968 2.355
C -2.754 -0.078 3.021
C -4.108 0.026 3.401
C -4.820 1.223 3.202
H 0.711 5.732 0.407
H 1.945 6.520 1.414
H 2.407 5.200 0.329
H 3.939 4.474 4.114
H 4.077 4.653 2.344
H 3.473 6.012 3.338
H -1.818 2.972 4.324
H -1.043 2.172 6.569
H 1.367 2.328 7.201
H 3.037 3.298 5.539
H -0.801 4.145 0.344
H -2.497 6.211 1.726
H -4.244 6.140 1.340
H -3.727 6.225 3.039
H -6.371 3.351 3.287
H -5.596 4.857 3.856
H -6.219 4.733 2.192
H -1.058 0.914 2.063
H -2.193 -0.986 3.269
H -4.603 -0.836 3.852
H -5.842 1.343 3.546
*
```

Computed properties:
HOMO level = -0.31436 Ha
ΔE to the lowest compared entry with this formula, charge and spin = 22.4 kcal/mol
Energy = -64923.594 eV
Gap between HOMO and LUMO = 3.92 eV

---

Record 2
The following is a DFT calculation (ωB97M-V with the def2-TZVPD basis set) of C47H59Cl2GeIN5NaOP2 as an isolated structure in a non-equilibrium geometry.

```
! RIJCOSX wB97M-V def2-TZVPD def2/J DEFGRID3
* xyz 0 1
Na -1.087 0.580 1.812
C 3.148 3.682 0.519
N 2.246 2.561 0.547
P 2.677 1.070 1.286
C 3.891 1.475 2.589
C 5.273 1.794 2.380
C 6.096 2.133 3.412
C 5.658 2.018 4.745
C 4.284 1.713 4.978
C 3.393 1.441 3.896
C 3.646 0.070 -0.008
C 3.883 0.456 -1.308
C 4.635 -0.333 -2.196
C 5.046 -1.573 -1.771
C 4.626 -2.116 -0.542
C 3.977 -1.287 0.361
P 0.588 2.885 0.275
C 0.376 3.098 -1.520
C -0.757 2.537 -2.069
C -1.010 2.577 -3.478
C -0.099 3.241 -4.269
C 1.133 3.636 -3.761
C 1.376 3.548 -2.413
C 0.423 4.516 0.998
C 0.521 4.571 2.384
C 0.547 5.803 3.055
C 0.476 7.006 2.299
C 0.545 6.940 0.943
C 0.496 5.739 0.250
H 4.105 3.363 0.162
H 3.302 4.170 1.429
H 2.857 4.454 -0.193
H 5.622 1.837 1.386
H 7.161 2.304 3.230
H 6.408 2.185 5.514
H 3.861 1.710 5.997
H 2.316 1.208 4.107
H 3.543 1.478 -1.632
H 5.027 0.138 -3.073
H 5.818 -2.052 -2.396
H 4.921 -3.111 -0.350
H 3.819 -1.664 1.357
H -1.446 2.055 -1.384
H -2.000 2.171 -3.804
H -0.273 3.330 -5.342
H 1.912 4.062 -4.389
H 2.331 3.915 -2.094
H 0.566 3.623 2.955
H 0.577 5.879 4.109
H 0.372 7.958 2.777
H 0.674 7.834 0.416
H 0.488 5.712 -0.827
Cl -4.719 -3.247 0.134
C -4.832 -1.518 0.157
C -6.084 -0.961 -0.223
C -6.251 0.359 -0.295
Cl -7.887 0.883 -0.610
C -5.262 1.277 0.148
C -5.495 2.680 0.199
C -4.510 3.454 0.769
C -3.315 2.833 1.163
N -3.059 1.523 1.076
C -4.038 0.717 0.573
C -3.768 -0.696 0.483
O -2.552 -1.121 0.887
H -6.904 -1.636 -0.554
H -6.518 3.054 0.010
H -4.713 4.460 1.084
H -2.523 3.407 1.574
I -0.133 0.020 4.501
C 0.925 -0.685 -3.454
N -0.307 -1.064 -4.070
C -0.395 -0.674 -5.469
C -1.505 -1.072 -3.312
N -1.605 -0.761 -2.067
N -2.586 -1.588 -3.990
C -3.833 -1.380 -3.279
C -2.415 -2.966 -4.510
H 1.766 -0.998 -4.073
H 1.080 -1.192 -2.494
H 0.941 0.375 -3.235
H -0.463 0.459 -5.555
H -1.226 -1.136 -5.966
H 0.559 -1.008 -5.970
H -0.792 -0.207 -1.751
H -4.072 -2.109 -2.507
H -4.668 -1.469 -4.007
H -3.817 -0.349 -2.945
H -1.751 -3.013 -5.380
H -3.422 -3.294 -4.804
H -2.045 -3.573 -3.702
C -2.571 -5.053 5.102
C -2.656 -5.672 3.651
C -1.749 -4.906 2.656
C -2.104 -3.462 2.463
Ge -1.522 -2.665 0.823
C 0.422 -2.245 0.966
C 1.202 -3.501 0.818
C 1.008 -4.278 -0.478
C 2.100 -5.367 -0.618
H -3.174 -5.632 5.838
H -2.868 -3.995 5.220
H -1.574 -5.155 5.484
H -3.669 -5.807 3.292
H -2.278 -6.672 3.698
H -1.797 -5.459 1.718
H -0.737 -4.970 2.960
H -1.731 -2.833 3.258
H -3.218 -3.211 2.666
H -1.785 -3.518 -0.400
H 0.616 -1.767 1.983
H 0.698 -1.607 0.149
H 1.059 -4.163 1.709
H 2.265 -3.235 0.936
H 1.107 -3.532 -1.317
H 0.007 -4.646 -0.541
H 2.999 -4.762 -0.635
H 2.098 -5.988 -1.534
H 2.072 -6.029 0.244
*
```

Computed properties:
HOMO level = -0.26401 Ha
ΔE to the lowest compared entry with this formula, charge and spin = 0.0 kcal/mol
Energy = -171851.828 eV
Gap between HOMO and LUMO = 6.86 eV

---

Record 3
The following is a DFT calculation (ωB97M-V with the def2-TZVPD basis set) of C47H59N2O2PS3SeSiW as an isolated structure in a non-equilibrium geometry.

```
! RIJCOSX wB97M-V def2-TZVPD def2/J DEFGRID3
* xyz 2 1
W -0.681 0.299 -0.300
C -2.080 2.715 -4.746
C -2.209 2.267 -3.287
C -3.600 1.669 -3.087
P -0.859 1.099 -2.800
C 0.653 1.803 -3.543
C 1.869 0.980 -3.153
C 0.791 3.269 -3.118
C -1.247 -0.461 -3.580
C -1.230 -0.690 -4.955
C -1.715 -1.873 -5.496
C -1.701 -2.129 -6.977
C -2.240 -2.815 -4.611
C -2.253 -2.614 -3.241
C -1.738 -1.432 -2.706
N -1.695 -1.170 -1.323
C -2.354 -2.087 -0.455
C -1.702 -3.176 0.056
C -0.535 -3.829 -0.580
C -2.130 -3.629 1.380
C -3.580 -3.513 1.685
C -4.163 -4.395 2.726
C -4.306 -2.623 0.969
C -3.695 -1.863 -0.061
C -4.535 -0.867 -0.766
H -2.823 3.492 -4.933
H -2.303 1.891 -5.425
H -1.107 3.128 -5.006
H -2.080 3.126 -2.619
H -3.696 0.720 -3.620
H -4.340 2.354 -3.504
H -3.852 1.514 -2.041
H 0.503 1.743 -4.624
H 1.962 0.952 -2.070
H 2.773 1.442 -3.553
H 1.810 -0.046 -3.521
H 0.704 3.381 -2.036
H 0.036 3.911 -3.571
H 1.769 3.649 -3.414
H -0.829 0.063 -5.624
H -1.199 -1.325 -7.514
H -2.715 -2.212 -7.368
H -1.185 -3.061 -7.209
H -2.644 -3.740 -5.007
H -2.657 -3.381 -2.593
H -0.025 -3.195 -1.297
H -0.919 -4.718 -1.097
H 0.158 -4.210 0.170
H -1.741 -4.611 1.639
H -3.516 -4.435 3.601
H -4.219 -5.411 2.320
H -5.164 -4.081 3.015
H -5.365 -2.492 1.155
H -5.555 -1.239 -0.865
H -4.132 -0.597 -1.736
H -4.578 0.041 -0.153
S -1.135 -0.817 1.893
C -1.308 -2.609 2.417
N -1.950 -2.584 3.694
C -0.997 -2.333 4.773
C 0.112 -3.343 4.553
S 0.337 -3.353 2.751
H -2.733 -1.939 3.701
H -1.493 -2.486 5.730
H -0.592 -1.317 4.732
H -0.163 -4.336 4.901
H 1.047 -3.029 5.010
O 0.961 -1.114 -0.548
S 2.180 -1.075 0.435
C 2.795 -2.768 0.622
C 3.924 -2.982 -0.374
C 4.682 -1.660 -0.393
C 3.610 -0.595 -0.587
H 1.957 -3.448 0.544
H 3.153 -2.788 1.654
H 3.522 -3.201 -1.366
H 4.549 -3.822 -0.074
H 5.411 -1.604 -1.200
H 5.216 -1.509 0.547
H 3.230 -0.613 -1.606
H 3.901 0.420 -0.319
O 0.715 1.296 0.422
Si 1.366 2.198 1.744
C 1.728 1.096 3.211
C 0.887 1.023 4.323
C 1.229 0.263 5.437
C 2.421 -0.442 5.460
C 3.285 -0.370 4.372
C 2.941 0.397 3.272
C 3.002 2.831 1.137
C 3.426 2.695 -0.185
C 4.666 3.167 -0.598
C 5.505 3.790 0.314
C 5.105 3.932 1.636
C 3.870 3.451 2.043
C 0.165 3.531 2.192
C -1.104 3.279 2.733
C -1.927 4.315 3.143
C -1.496 5.632 3.024
C -0.248 5.905 2.490
C 0.574 4.863 2.077
H -0.037 1.585 4.344
H 0.571 0.244 6.297
H 2.697 -1.019 6.334
H 4.238 -0.883 4.401
H 3.653 0.481 2.456
H 2.790 2.199 -0.902
H 4.978 3.052 -1.629
H 6.470 4.163 -0.003
H 5.759 4.414 2.351
H 3.581 3.562 3.083
H -1.459 2.259 2.844
H -2.903 4.102 3.560
H -2.135 6.442 3.350
H 0.090 6.928 2.395
H 1.546 5.097 1.657
Se -2.294 1.840 0.186
*
```

Computed properties:
HOMO level (spin up / spin down) = -0.46296 / -0.46303 Ha
ΔE to the lowest compared entry with this formula, charge and spin = 46.0 kcal/mol
Energy = -173606.450 eV
Gap between HOMO and LUMO (spin up / spin down) = 6.09 / 6.10 eV

---

Record 4
The following is a DFT calculation (ωB97M-V with the def2-TZVPD basis set) of C47H60Cl3Ge2NOP2SSi4Sn as an isolated structure.

```
! RIJCOSX wB97M-V def2-TZVPD def2/J DEFGRID3
* xyz 2 1
Sn 0.182 -0.661 -0.515
C -0.534 -2.453 4.414
Si 0.213 -2.578 2.733
C 1.873 -3.428 2.744
C 2.207 -4.176 3.877
C 3.376 -4.919 3.931
C 4.237 -4.932 2.844
C 3.927 -4.198 1.712
C 2.756 -3.444 1.656
P 2.423 -2.479 0.148
C 3.679 -1.177 0.125
C 4.548 -0.929 1.183
C 5.446 0.127 1.109
C 5.486 0.935 -0.017
C 4.617 0.699 -1.074
C 3.707 -0.342 -0.998
C 2.831 -3.640 -1.192
C 3.889 -3.483 -2.079
C 4.085 -4.406 -3.099
C 3.227 -5.486 -3.240
C 2.169 -5.652 -2.353
C 1.969 -4.734 -1.337
C -0.933 -3.556 1.598
C -0.768 -4.937 1.753
C -1.673 -5.846 1.224
C -2.787 -5.394 0.537
C -2.970 -4.033 0.351
C -2.048 -3.121 0.857
P -2.241 -1.354 0.510
C -3.268 -1.211 -0.984
C -4.330 -0.318 -1.074
C -5.011 -0.166 -2.274
C -4.642 -0.905 -3.387
C -3.589 -1.808 -3.299
C -2.901 -1.956 -2.107
C -3.141 -0.614 1.883
C -3.262 0.777 1.938
C -4.006 1.363 2.948
C -4.599 0.571 3.924
C -4.452 -0.806 3.888
C -3.727 -1.404 2.868
H -0.873 -3.430 4.758
H -1.395 -1.785 4.390
H 0.178 -2.056 5.138
H 1.545 -4.182 4.734
H 3.613 -5.490 4.818
H 5.148 -5.512 2.878
H 4.600 -4.213 0.863
H 4.528 -1.552 2.067
H 6.121 0.313 1.933
H 6.199 1.746 -0.074
H 4.653 1.321 -1.958
H 3.040 -0.528 -1.836
H 4.575 -2.652 -1.973
H 4.915 -4.282 -3.780
H 3.386 -6.202 -4.034
H 1.507 -6.502 -2.451
H 1.148 -4.871 -0.640
H 0.081 -5.317 2.307
H -1.511 -6.906 1.360
H -3.509 -6.095 0.141
H -3.830 -3.681 -0.205
H -4.649 0.247 -0.209
H -5.843 0.523 -2.332
H -5.181 -0.791 -4.317
H -3.319 -2.407 -4.158
H -2.096 -2.679 -2.041
H -2.777 1.396 1.192
H -4.122 2.439 2.980
H -5.172 1.030 4.718
H -4.905 -1.420 4.653
H -3.629 -2.482 2.838
O 0.394 -2.303 -2.705
H 0.957 -3.092 -2.726
H -0.053 -2.256 -3.558
S 1.791 1.211 3.397
C 1.049 0.028 2.712
N 0.476 -0.885 2.158
Cl -1.238 1.074 5.348
Ge -0.939 2.681 3.867
Cl -0.312 1.939 0.274
Cl 0.239 4.065 5.070
C -3.681 3.691 -1.560
Si -2.390 4.752 -0.717
C -2.725 4.778 1.122
C -2.356 6.478 -1.439
Ge -0.189 3.894 -1.157
Si -0.008 2.785 -3.275
C -0.165 4.085 -4.606
C -1.384 1.520 -3.447
C 1.646 1.899 -3.383
Si 1.665 4.999 -0.097
C 2.960 3.704 0.262
C 2.279 6.267 -1.323
C 1.012 5.779 1.466
H -4.674 4.035 -1.263
H -3.589 2.639 -1.282
H -3.618 3.762 -2.646
H -3.635 5.350 1.316
H -1.916 5.232 1.694
H -2.878 3.764 1.494
H -3.357 6.913 -1.442
H -1.998 6.480 -2.470
H -1.710 7.140 -0.860
H -1.102 4.637 -4.521
H -0.148 3.613 -5.590
H 0.652 4.806 -4.570
H -1.459 0.850 -2.585
H -1.198 0.910 -4.334
H -2.359 1.988 -3.567
H 2.460 2.477 -2.945
H 1.900 1.700 -4.426
H 1.602 0.935 -2.868
H 3.308 3.222 -0.652
H 2.575 2.928 0.924
H 3.823 4.165 0.747
H 2.710 5.793 -2.205
H 3.054 6.884 -0.864
H 1.484 6.936 -1.653
H 0.606 5.031 2.152
H 0.231 6.511 1.257
H 1.817 6.297 1.992
*
```

Computed properties:
HOMO level = -0.46733 Ha
Energy = -270601.232 eV
Gap between HOMO and LUMO = 7.38 eV